C6H10ClNaO10 as an isolated structure at a distorted geometry. Source: OMol25; level of theory: ωB97M-V with the def2-TZVPD basis set.

Last column: Mulliken charge in e.
CARTESIAN COORDINATES (ANGSTROEM)
1 Na 2.076 0.081 3.226  0.870
2 Cl 1.446 2.752 1.503  1.843
3 O 2.763 2.204 1.740  -0.723
4 O 1.031 2.489 0.148  -0.650
5 O 0.543 2.050 2.403  -0.753
6 O 1.399 4.143 1.770  -0.651
7 C -2.668 -0.260 0.443  -0.305
8 C -1.831 0.305 -0.681  0.175
9 O -2.751 1.294 -1.208  -0.400
10 C -3.648 1.636 -0.244  0.600
11 O -4.414 2.522 -0.379  -0.507
12 O -3.519 0.809 0.812  -0.361
13 H -2.039 -0.426 1.319  0.297
14 H -3.257 -1.138 0.164  0.272
15 H -1.558 -0.299 -1.541  0.288
16 H -0.953 0.801 -0.255  -0.054
17 C 0.200 -3.191 -0.588  -0.444
18 O 1.090 -2.714 0.402  -0.364
19 C 1.875 -1.679 0.148  1.052
20 O 2.614 -1.200 0.967  -0.697
21 O 1.716 -1.208 -1.067  -0.334
22 C 2.377 -0.023 -1.471  -0.622
23 H 0.618 -3.176 -1.596  0.288
24 H -0.636 -2.492 -0.711  0.034
25 H -0.197 -4.172 -0.362  0.320
26 H 1.829 0.918 -1.393  0.206
27 H 2.543 -0.129 -2.547  0.274
28 H 3.350 0.104 -1.001  0.345

Properties
HOMO energy ... -9.99 eV
LUMO ... -1.11 eV
ΔE to the lowest compared entry with this formula, charge and spin ... 22.09 kcal per mole
Energy ... -1609.3074 Eh

---

An isolated ion of composition C6H10F2NO4S and charge -1 at a distorted geometry. Source: OMol25; level of theory: ωB97M-V with the def2-TZVPD basis set.

Last column: Mulliken charge in e.
CARTESIAN COORDINATES (ANGSTROEM)
1 C -1.727 3.328 -0.191  -1.196
2 C -1.543 1.918 0.292  -0.318
3 N -0.132 1.596 0.341  -0.406
4 C 0.249 0.438 0.033  0.438
5 O -0.590 -0.606 -0.123  -0.407
6 C -0.091 -1.941 -0.173  0.134
7 C -1.043 -2.909 -0.938  -1.379
8 C 1.745 0.221 -0.099  0.436
9 F 2.335 1.412 -0.189  -0.271
10 F 1.955 -0.273 -1.418  -0.300
11 S 2.693 -0.843 1.182  1.278
12 O 2.870 -2.049 0.415  -0.665
13 O 1.736 -0.906 2.237  -0.659
14 O 3.907 -0.152 1.538  -0.678
15 H -1.181 4.129 0.255  0.336
16 H -1.618 3.608 -1.264  0.309
17 H -2.804 3.573 -0.029  0.351
18 H -2.058 1.135 -0.160  0.420
19 H -1.792 2.006 1.364  0.189
20 H 0.958 -2.036 -0.633  0.241
21 H -0.051 -2.463 0.855  0.106
22 H -1.909 -2.370 -1.206  0.325
23 H -0.498 -3.179 -1.810  0.343
24 H -1.412 -3.637 -0.277  0.374

Properties
SMILES ... CC/N=C(\OCC)C(F)(F)S(=O)(=O)[O-]
HOMO energy ... -5.68 eV
LUMO ... 3.37 eV
Total charge ... -1
ΔE to the lowest compared entry with this formula, charge and spin ... 0.00 kcal per mole
Energy ... -1188.2814 Eh

---

A 2-piece molecular cluster, C6H10FNO2 overall at a distorted geometry. Source: OMol25; level of theory: ωB97M-V with the def2-TZVPD basis set.

Last column: Mulliken charge in e.
CARTESIAN COORDINATES (ANGSTROEM)
1 C -1.484 -2.224 0.647  -0.970
2 C -1.150 -0.781 0.820  -0.394
3 C -0.072 -0.158 0.447  0.346
4 F 0.964 -0.889 0.101  -0.342
5 C 0.321 1.206 0.381  0.096
6 C 0.986 1.630 -0.883  -0.822
7 H -2.294 -2.647 1.279  0.327
8 H -0.553 -2.818 0.736  0.278
9 H -1.878 -2.347 -0.492  0.206
10 H -1.995 -0.088 1.076  0.239
11 H 1.058 1.420 1.238  0.201
12 H -0.536 1.960 0.478  0.253
13 H 0.324 1.135 -1.669  0.272
14 H 2.042 1.162 -0.956  0.007
15 H 1.166 2.726 -1.210  0.318
16 O 5.246 0.473 1.266  -0.466
17 C 4.546 0.085 0.400  0.569
18 N 3.965 -0.151 -0.617  -0.203
19 O 3.284 -1.125 -1.256  -0.322
20 H 2.273 -1.046 -1.195  0.406

Properties
SMILES ... C/C=C(\F)CC.O=C=NO
HOMO energy ... -9.54 eV
LUMO ... 0.53 eV
ΔE to the lowest compared entry with this formula, charge and spin ... 95.68 kcal per mole
Energy ... -539.5735 Eh